The following is a DFT calculation (wB97M-V/def2-TZVPD) of an isolated molecule of C8H16N2O4S in a non-equilibrium geometry.

Element x y z (Å)
S: -4.10438 0.26754 -0.70696
O: 0.38754 -1.12369 -1.37858
O: 3.58811 -1.33425 0.01714
O: 3.85084 0.17730 -1.65672
O: 1.56814 2.59790 1.06618
N: 1.03832 -0.10951 0.55512
N: -0.71847 -1.34090 2.03835
C: 0.34667 -0.96750 -0.15892
C: -0.72200 -1.81797 0.65663
C: -2.47141 -0.14923 0.05155
C: -2.16396 -1.63200 0.05704
C: 2.14550 0.63896 -0.13611
C: -3.85082 2.05840 -0.39635
C: 3.30880 -0.30282 -0.52801
C: 2.68880 1.74529 0.77809
H: -1.70572 0.54680 -0.37392
H: 1.63610 1.05600 -0.95772
H: -4.66917 2.63325 -0.75730
H: -2.97628 2.48096 -0.87938
H: 3.51421 2.29488 0.27519
H: -0.09512 -1.80714 2.62624
H: 0.59238 0.28596 1.38951
H: -0.40833 -2.84956 0.57675
H: -3.83809 2.24111 0.64453
H: -2.17728 -1.98384 -0.96359
H: -2.56066 0.21660 1.03705
H: 4.68577 -0.28657 -1.78128
H: 1.82399 3.51554 1.05028
H: -2.82605 -2.15552 0.72828
H: -1.56001 -1.52663 2.51451
H: 3.14884 1.23351 1.70023

Forces on atoms 1 to 2 (eV/Å):
1.003 0.760 0.108
0.858 0.050 0.731

- E_LUMO: 0.5 eV
- E_HOMO: -8.4 eV
- Energy relative to the best compared isomer or geometry (same formula, charge and spin): 98.00 kJ/mol
- DFT total energy: -30560.926 eV
- Structure (SMILES): CSCC[C@H](N)C(=O)N[C@@H](CO)C(=O)O
- Multiplicity: 1
- Frontier orbital gap: 8.89 eV

***

The following is a DFT calculation (wB97M-V/def2-TZVPD) of an isolated molecule of C8H16N2O5 in a non-equilibrium geometry.

Element x y z (Å)
O: -2.24982 0.58293 -1.97170
O: -3.48459 0.30315 0.28874
O: -0.36675 -0.96468 -1.04534
O: -2.70769 1.36484 2.16700
O: 0.51401 -2.10629 1.64348
N: 1.97584 0.06755 1.46302
N: -0.18127 0.92867 0.21155
C: -1.85524 1.85474 -1.39301
C: 2.69510 -2.86234 0.95094
C: -1.42444 1.65246 0.08082
C: 1.47314 -2.12942 0.61851
C: 0.18408 -0.21908 -0.26945
C: -0.77663 2.47119 -2.31844
C: -2.61732 1.05596 1.00065
C: 1.65213 -0.61446 0.26039
H: -0.00732 -2.97785 1.78462
H: 3.47767 -2.85570 0.14433
H: 0.53794 1.28196 0.86009
H: 1.26449 -0.42045 2.09477
H: -1.30985 2.68915 0.59081
H: -2.70034 2.52517 -1.49807
H: -1.26207 2.53865 -3.26614
H: 2.49955 -3.92119 1.43457
H: 0.18752 1.84202 -2.30128
H: -3.18289 0.28115 -0.62144
H: -0.55681 3.47154 -1.96748
H: 2.44595 -0.25622 -0.44858
H: 2.99572 -0.36545 1.81570
H: -1.56113 -0.18310 -1.72239
H: 1.02938 -2.67949 -0.33370
H: 3.31166 -2.35541 1.74703

Forces on atoms 1 to 2 (eV/Å):
0.625 -0.826 0.739
-0.074 0.562 2.778

- E_LUMO: 0.5 eV
- E_HOMO: -9.8 eV
- Energy relative to the best compared isomer or geometry (same formula, charge and spin): 201.99 kJ/mol
- DFT total energy: -21772.331 eV
- Structure (SMILES): C[C@@H](O)[C@H](N)C(=O)N[C@H](C(=O)O)[C@@H](C)O
- Multiplicity: 1
- Frontier orbital gap: 10.23 eV

***

The following is a DFT calculation (wB97M-V/def2-TZVPD) of a cluster of 2 separate species, C8H16N3 in total in a non-equilibrium geometry.

Element x y z (Å)
N: 2.72693 0.82368 -0.54166
N: 1.41567 0.03519 1.37220
N: 1.40021 -1.04059 -0.76027
C: -0.94020 1.26797 -1.25278
C: 2.31506 -0.23584 -1.25046
C: 2.08444 1.08495 0.81509
C: -2.22099 -0.67898 -0.63240
C: -2.36383 1.33314 0.96816
C: 1.02545 -0.91699 0.66306
C: 0.39940 -2.14345 1.18557
C: -1.78127 0.69684 -0.35737
H: -0.30230 -2.33235 0.46836
H: 3.62654 1.31091 -0.88009
H: -2.28101 -1.29440 0.27789
H: 1.44742 2.07134 0.67600
H: 2.90143 1.34920 1.51659
H: -1.88519 -1.11225 -1.58492
H: -2.08629 0.81285 1.86927
H: -0.36767 2.14799 -1.00461
H: -2.11213 2.32976 0.99871
H: 2.71722 -0.41619 -2.24663
H: -3.30829 -0.57503 -0.98196
H: -0.97290 0.85512 -2.27112
H: 1.06804 -2.95795 1.19809
H: 0.96632 -1.74881 -1.25130
H: -0.08046 -2.01536 2.15265
H: -3.39163 1.34922 0.85394

Forces on atoms 1 to 2 (eV/Å):
0.923 -1.252 -1.287
-1.344 -1.280 0.049

- E_LUMO: -3.9 eV
- E_HOMO: -12.1 eV
- Energy relative to the best compared isomer or geometry (same formula, charge and spin): 184.29 kJ/mol
- DFT total energy: -13017.517 eV
- Total charge: +1
- Multiplicity: 1
- Frontier orbital gap: 8.19 eV

***

The following is a DFT calculation (wB97M-V/def2-TZVPD) of the ion C8H16N3 with charge +1 in a non-equilibrium geometry.

Element x y z (Å)
N: -0.16436 -0.18428 -1.94660
N: 0.56303 -0.11402 0.47265
N: -1.65672 -0.99227 -0.00579
C: 2.18277 -0.72240 -1.10228
C: 0.09405 0.65765 1.73497
C: -0.43232 -0.12970 -0.59756
C: 1.21180 -0.51295 -2.35226
C: -1.31833 0.21905 2.21225
C: -0.68807 1.12530 -1.36114
C: 1.91704 0.25951 0.02074
C: -2.25017 -0.21817 1.06394
H: 0.05901 1.87308 -1.11860
H: -1.70596 1.38912 -1.60709
H: -2.41615 -1.41234 -0.61625
H: -1.87835 0.93044 2.75152
H: 3.18146 -0.87080 -1.52117
H: 0.03842 1.69730 1.33637
H: 2.52044 0.11047 0.92803
H: 1.90721 1.42899 -0.31980
H: -2.96199 0.56059 0.75255
H: -1.21519 -0.55816 2.90768
H: -3.09432 -0.99802 1.53197
H: 1.98489 -1.69827 -0.68720
H: 1.73889 0.27919 -3.03012
H: 0.82189 0.45466 2.55341
H: 0.98783 -1.44931 -2.84166
H: 0.57321 -1.12469 0.84146

Forces on atoms 1 to 2 (eV/Å):
0.069 1.209 0.302
-0.870 -1.867 2.300

- E_LUMO: -2.7 eV
- E_HOMO: -12.7 eV
- Energy relative to the best compared isomer or geometry (same formula, charge and spin): 308.29 kJ/mol
- DFT total energy: -13016.232 eV
- Total charge: +1
- Structure (SMILES): C1CN[C@]23CN2CCC[N@H+]3C1
- Multiplicity: 1
- Frontier orbital gap: 9.98 eV

***

The following is a DFT calculation (wB97M-V/def2-TZVPD) of the ion C8H16N3O2 with charge +1 in a non-equilibrium geometry.

Element x y z (Å)
O: 0.73318 0.28527 -1.16138
O: -1.24823 -1.72115 -0.51220
N: -2.84117 1.17397 0.67154
N: -0.68960 2.07812 0.08888
N: -0.03862 2.76221 -1.00763
C: -2.54672 -0.03254 0.58746
C: 1.68734 -0.60939 -0.77945
C: -0.42802 0.38036 -0.33624
C: -2.04912 -2.73529 0.06309
C: 3.37901 -1.40825 0.90013
C: -2.07504 2.23991 0.22234
C: 2.55208 -0.16153 0.47022
C: -1.41731 -0.50925 -0.16729
H: 4.32212 -1.44316 0.36852
H: -2.27142 3.06629 0.98539
H: 1.08619 -1.55836 -0.55305
H: -3.09645 -3.03289 -0.23201
H: -1.48706 -3.57624 0.25541
H: -0.61235 3.43772 -1.52584
H: 0.44004 1.92334 -1.43866
H: 2.26357 -0.70884 -1.68942
H: 3.63800 -1.07143 1.96264
H: 2.82855 -2.30887 0.76955
H: 0.73173 3.39492 -0.70817
H: -2.11189 -2.38802 1.07014
H: 1.77434 0.06299 1.27341
H: -3.19372 -0.77792 1.10579
H: -2.50465 2.58100 -0.77248
H: 3.17522 0.65703 0.08931

Forces on atoms 1 to 2 (eV/Å):
-4.898 3.189 0.719
0.207 -3.468 -2.752

- E_LUMO: -3.2 eV
- E_HOMO: -12.3 eV
- Energy relative to the best compared isomer or geometry (same formula, charge and spin): 623.27 kJ/mol
- DFT total energy: -17107.921 eV
- Total charge: +1
- Structure (SMILES): CCCOC1=C(OC)C=NCN1[NH3+]
- Multiplicity: 1
- Frontier orbital gap: 9.02 eV

***

The following is a DFT calculation (wB97M-V/def2-TZVPD) of a cluster of 2 separate species, C8H16N3S in total in a non-equilibrium geometry.

Element x y z (Å)
S: -3.74506 -1.04962 -0.29509
N: -1.98515 0.53318 0.65768
N: -0.97287 -1.40406 -0.30528
N: 0.75838 1.68302 0.37982
C: 1.18384 -0.83833 1.69577
C: 1.46498 0.77303 -1.90288
C: 1.59174 0.70051 -0.33695
C: -4.24495 0.49102 0.34629
C: 1.96470 -1.75981 -0.52604
C: -3.18261 1.20911 0.79656
C: -1.99212 -0.69761 -0.00376
C: 1.51892 -0.62084 0.22346
H: 1.18742 1.77766 -2.18544
H: -2.94860 2.27410 1.08420
H: 0.36807 -1.48650 1.75622
H: 1.53923 -1.52369 -1.57993
H: 0.97775 0.21731 2.12961
H: 1.57001 -2.74728 -0.06735
H: -1.28911 -2.13971 -1.02930
H: -1.04842 0.93908 0.57973
H: 3.16584 -1.82215 -0.58736
H: 2.34128 0.53252 -2.52014
H: 0.84822 1.86669 1.37683
H: 0.82095 0.09775 -2.40541
H: 2.69172 0.97745 -0.01435
H: -5.26898 0.75395 0.57251
H: 0.66570 2.54781 -0.17602
H: 2.01913 -1.28458 2.33660

Forces on atoms 1 to 2 (eV/Å):
0.754 -0.048 0.157
1.613 -2.161 -1.289

- E_LUMO: -5.2 eV
- E_HOMO: -11.0 eV
- Energy relative to the best compared isomer or geometry (same formula, charge and spin): 154.61 kJ/mol
- DFT total energy: -23851.768 eV
- Total charge: +1
- Multiplicity: 1
- Frontier orbital gap: 5.83 eV

***

The following is a DFT calculation (wB97M-V/def2-TZVPD) of the ion C8H16N4OPS with charge +1.

Element x y z (Å)
S: 0.04247 2.42457 1.83758
P: -1.25720 -0.04160 -0.56178
O: 5.57910 2.83407 2.55858
N: 3.04470 2.08400 0.60617
N: 0.82181 1.41722 0.60084
N: 4.41379 1.83737 0.73460
N: 2.48157 -0.13471 1.21902
C: -1.78078 -1.39958 -2.93128
C: 4.97672 2.39807 1.68832
C: -0.68613 -1.18457 -1.87817
C: -3.90128 -0.85115 -0.11343
C: 0.18533 0.04521 0.61252
C: -2.48331 -0.95497 0.45798
C: 2.15223 1.16747 0.83735
C: 1.41643 -0.82464 0.39272
H: -0.32976 -2.14471 -1.49230
H: 2.13339 -0.17775 2.18577
H: -2.46827 -0.45539 1.43115
H: 0.16661 -0.69803 -2.36059
H: -2.19916 -1.99966 0.61526
H: 1.05462 3.28427 2.01250
H: 1.32625 -1.87434 0.64187
H: 1.76121 -0.71454 -0.63675
H: -1.35168 -1.80891 -3.84338
H: -2.25957 -0.45084 -3.17856
H: -3.96224 -1.13218 -1.16184
H: -0.21403 -0.17058 1.61278
H: -4.55641 -1.52858 0.43529
H: -2.55152 -2.07820 -2.57123
H: 2.74608 2.97974 0.23424
H: -4.30094 0.15295 0.01474

Forces on atoms 1 to 2 (eV/Å):
-0.148 0.128 -0.225
-0.347 0.815 -0.319

- E_LUMO: -4.3 eV
- E_HOMO: -11.7 eV
- Energy relative to the best compared isomer or geometry (same formula, charge and spin): 0.00 kJ/mol
- DFT total energy: -36678.025 eV
- Total charge: +1
- Structure (SMILES): CCP(CC)[C@H]1CNC(NN=C=O)=[N+]1S
- Multiplicity: 1
- Frontier orbital gap: 7.45 eV

***

The following is a DFT calculation (wB97M-V/def2-TZVPD) of the ion C8H16NO3S with charge +1.

Element x y z (Å)
S: 3.41653 0.78049 0.22676
O: 3.29908 1.92433 -0.87951
O: 3.04021 1.35781 1.48102
O: 4.68021 0.17778 0.00292
N: -3.15602 0.23929 0.33667
C: -0.65623 -1.35929 -0.86610
C: -0.00884 -1.60107 0.49970
C: 1.20949 -0.75321 0.90039
C: 2.14234 -0.40214 -0.25378
C: -1.39034 0.00386 -1.11448
C: -2.07433 1.02197 0.98992
C: -1.11045 1.20293 -0.18221
C: -2.81777 -0.25297 -0.79427
H: -1.68087 0.44217 1.82352
H: 1.63803 0.01736 -1.12447
H: -1.40642 2.10837 -0.71530
H: -3.51194 -0.84687 -1.37794
H: 0.91997 0.15302 1.43269
H: -4.06670 0.09659 0.75987
H: 1.78181 -1.32865 1.62883
H: -1.25239 0.27433 -2.15979
H: 2.70808 -1.27273 -0.58524
H: -0.76404 -1.52613 1.28766
H: -0.07403 1.32142 0.11333
H: 0.28574 -2.65246 0.50011
H: 2.64219 2.57870 -0.61482
H: 0.07143 -1.49375 -1.66550
H: -1.37955 -2.16725 -1.01462
H: -2.48519 1.95609 1.36465

Forces on atoms 1 to 2 (eV/Å):
-0.012 0.027 -0.025
-0.061 -0.248 -0.207

- E_LUMO: -4.6 eV
- E_HOMO: -14.1 eV
- Energy relative to the best compared isomer or geometry (same formula, charge and spin): 0.00 kJ/mol
- DFT total energy: -27016.144 eV
- Total charge: +1
- Structure (SMILES): O=S(=O)(O)CCCC[C@H]1C=[NH+]CC1
- Multiplicity: 1
- Frontier orbital gap: 9.50 eV